Record 1
The following is a DFT calculation (wB97M-V/def2-TZVPD) of C4H8N2O in the gas phase at a distorted geometry.

The geometry in XYZ format:
```
15
C4H8N2O (wB97M-V/def2-TZVPD)
C -0.017 0.741 0.119
C 1.313 1.475 0.075
C -0.789 -1.660 -0.028
C 0.194 -0.707 -0.540
O -0.961 1.484 -0.609
N -1.880 -2.137 0.289
N 0.685 -1.819 0.222
H -1.817 1.043 -0.580
H -0.347 0.605 1.163
H -2.721 -1.587 0.127
H 0.983 -1.749 1.184
H 0.459 -0.657 -1.591
H 1.216 2.442 0.564
H 1.601 1.645 -0.959
H 2.081 0.880 0.564
```

Results
Lowest unoccupied orbital energy (eV): 0.688
Multiplicity: 1
SMILES: [H]/N=C1/N[C@@H]1[C@@H](C)O
HOMO level (eV): -9.168
Frontier orbital gap (eV): 9.86
ΔE to the lowest compared entry with this formula, charge and spin (kJ/mol): 326.7
Maximum force (eV Å⁻¹): 3.66



Record 2
The following is a DFT calculation (wB97M-V/def2-TZVPD) of a 6-piece molecular cluster, C34H60BFNO18 overall at a distorted geometry.

The geometry in XYZ format:
```
115
C34H60BFNO18 (wB97M-V/def2-TZVPD)
C 1.274 -5.744 4.417
O 0.253 -6.007 3.481
C -1.033 -6.250 4.052
C -1.898 -4.999 3.833
C -2.703 -5.116 2.554
C -3.323 -3.803 2.042
C -3.549 -2.711 3.092
C -2.269 -1.902 3.379
C -2.270 -0.435 2.956
C -0.822 0.034 2.827
C -0.085 0.089 4.171
C 0.593 -1.224 4.641
C 2.128 -1.242 4.699
F 2.571 -1.075 6.006
C 2.930 -0.371 3.696
O 3.868 -1.171 3.059
B 3.312 -2.567 3.097
C 2.546 -2.884 1.648
N 4.316 -3.707 3.288
O 2.484 -2.534 4.320
H 1.316 -6.508 5.198
H 1.148 -4.748 4.847
H 2.229 -5.742 3.907
H -0.925 -6.441 5.117
H -1.436 -7.118 3.532
H -2.518 -4.881 4.720
H -1.188 -4.184 3.797
H -3.450 -5.900 2.637
H -2.002 -5.464 1.798
H -2.756 -3.380 1.218
H -4.305 -4.037 1.631
H -4.312 -2.048 2.689
H -3.948 -3.103 4.023
H -1.462 -2.367 2.822
H -1.992 -1.991 4.427
H -2.776 -0.340 2.000
H -2.745 0.177 3.721
H -0.275 -0.538 2.081
H -0.859 1.059 2.451
H 0.624 0.910 4.153
H -0.827 0.360 4.925
H 0.208 -1.444 5.635
H 0.315 -2.058 4.022
H 2.368 0.330 3.071
H 3.505 0.308 4.354
H 2.968 -2.281 0.842
H 2.759 -3.915 1.371
H 1.460 -2.765 1.655
H 4.889 -3.890 2.475
H 4.884 -3.608 4.121
C 5.442 0.856 1.327
C 5.919 0.372 -0.016
C 7.165 1.053 -0.529
O 7.000 0.974 -1.955
C 5.665 0.904 -2.200
O 5.186 1.024 -3.287
O 4.976 0.695 -1.066
H 4.576 0.279 1.655
H 6.223 0.749 2.079
H 5.138 1.905 1.271
H 6.042 -0.714 -0.002
H 8.080 0.549 -0.226
H 7.221 2.106 -0.243
C -3.831 3.817 4.283
C -3.245 4.217 2.952
C -4.133 3.934 1.764
O -3.180 3.722 0.719
C -2.034 3.277 1.295
O -1.116 2.829 0.694
O -2.087 3.422 2.645
H -3.160 4.096 5.096
H -4.793 4.306 4.445
H -3.966 2.736 4.332
H -2.936 5.266 2.970
H -4.788 4.768 1.516
H -4.732 3.027 1.883
C -3.144 1.933 -2.792
C -4.261 0.968 -2.490
C -5.619 1.417 -2.970
O -6.500 0.795 -2.024
C -5.802 0.621 -0.871
O -6.289 0.313 0.169
O -4.485 0.856 -1.070
H -2.189 1.526 -2.459
H -3.080 2.133 -3.862
H -3.291 2.873 -2.256
H -4.017 -0.027 -2.870
H -5.837 1.078 -3.980
H -5.754 2.500 -2.913
C 8.518 1.462 -4.335
C 9.029 1.868 -5.694
C 8.117 1.497 -6.840
O 9.043 1.325 -7.925
C 10.241 0.983 -7.391
O 11.172 0.590 -8.020
O 10.230 1.150 -6.047
H 9.196 1.801 -3.551
H 7.536 1.888 -4.152
H 8.454 0.378 -4.255
H 9.265 2.936 -5.709
H 7.395 2.274 -7.077
H 7.591 0.555 -6.673
C -7.554 4.871 -7.072
C -6.752 3.698 -7.580
C -7.472 2.370 -7.530
O -6.392 1.443 -7.362
C -5.376 2.105 -6.754
O -4.409 1.587 -6.301
O -5.620 3.439 -6.731
H -6.992 5.797 -7.185
H -8.490 4.965 -7.623
H -7.774 4.754 -6.010
H -6.375 3.902 -8.586
H -8.022 2.149 -8.441
H -8.144 2.285 -6.673
```

Results
Net charge: -1
Lowest unoccupied orbital energy (eV): 1.402
Multiplicity: 1
HOMO level (eV): -4.744
Frontier orbital gap (eV): 6.15
Maximum force (eV Å⁻¹): 3.30



Record 3
The following is a DFT calculation (wB97M-V/def2-TZVPD) of a 2-piece molecular cluster, C5H10N3 overall at a distorted geometry.

The geometry in XYZ format:
```
18
C5H10N3 (wB97M-V/def2-TZVPD)
C -2.438 1.242 0.463
C -2.148 -0.810 -0.140
C -2.448 -2.095 -0.229
C -0.261 2.115 -0.413
C 2.038 -1.104 0.307
N -3.042 0.122 0.506
N -1.127 1.057 -0.138
N -0.950 -0.117 -0.516
H -3.065 2.163 0.495
H -1.748 -2.760 -0.720
H -3.348 -2.317 0.248
H -0.113 2.133 -1.443
H -0.705 3.074 -0.020
H 0.626 1.916 0.143
H 0.987 -1.034 0.376
H 2.471 -1.054 1.238
H 2.227 -0.318 -0.462
H 2.341 -2.007 -0.126
```

Results
Net charge: +1
Lowest unoccupied orbital energy (eV): -6.793
Multiplicity: 1
HOMO level (eV): -15.801
Frontier orbital gap (eV): 9.01
ΔE to the lowest compared entry with this formula, charge and spin (kJ/mol): 416.8
Maximum force (eV Å⁻¹): 3.25



Record 4
The following is a DFT calculation (wB97M-V/def2-TZVPD) of C9H29AgN3O6 as an isolated structure at a distorted geometry.

The geometry in XYZ format:
```
48
C9H29AgN3O6 (wB97M-V/def2-TZVPD)
Ag -5.456 -18.981 20.390
O -6.492 -18.089 18.429
H -7.322 -18.346 17.982
O -4.134 -17.257 19.489
H -4.777 -16.865 20.112
C -7.610 -18.921 23.757
C -7.626 -18.273 22.419
O -6.344 -17.732 22.185
H -7.469 -18.220 24.580
H -6.764 -19.608 23.789
H -8.480 -19.577 23.722
H -8.467 -17.580 22.424
H -8.010 -18.979 21.683
H -6.188 -16.956 22.729
C -2.215 -20.314 16.547
C -3.327 -19.589 17.349
O -2.894 -19.391 18.642
H -2.532 -20.439 15.511
H -1.826 -21.206 17.037
H -1.392 -19.641 16.307
H -4.274 -20.127 17.372
H -3.291 -18.576 16.950
H -3.389 -18.623 18.938
C -6.185 -21.986 18.457
O -6.478 -21.189 19.355
N -5.749 -23.174 18.666
N -6.222 -21.710 17.223
H -5.454 -23.275 19.626
H -5.436 -23.691 17.856
H -5.850 -22.316 16.506
H -6.556 -20.809 16.910
C -2.888 -19.928 23.535
C -2.482 -20.211 22.138
C -1.768 -21.562 21.935
O -0.388 -21.356 22.413
C 0.211 -22.579 22.502
N -3.737 -20.364 21.372
H -1.940 -19.637 23.986
H -3.245 -20.820 24.050
H -3.542 -19.060 23.621
H -1.974 -19.314 21.784
H -1.764 -21.822 20.877
H -2.258 -22.389 22.448
H 0.026 -23.008 23.487
H 1.284 -22.544 22.312
H -0.043 -23.344 21.769
H -3.374 -20.587 20.457
H -4.155 -21.238 21.659
```

Results
Net charge: -1
Lowest unoccupied orbital energy (eV): 2.634
Multiplicity: 1
HOMO level (eV): -2.479
Frontier orbital gap (eV): 5.11
ΔE to the lowest compared entry with this formula, charge and spin (kJ/mol): 0.0
Maximum force (eV Å⁻¹): 7.04



Record 5
The following is a DFT calculation (wB97M-V/def2-TZVPD) of C41H31BBr2F4N4O4PSY as an isolated structure at a distorted geometry.

The geometry in XYZ format:
```
90
C41H31BBr2F4N4O4PSY (wB97M-V/def2-TZVPD)
Y -2.479 1.354 -0.349
C 5.931 -0.569 2.256
C 4.447 -0.198 2.367
C 3.515 -0.914 1.675
C 2.166 -0.615 1.790
C 1.760 0.487 2.514
C 2.707 1.257 3.231
C 4.069 0.937 3.087
S 0.060 0.975 2.405
O -0.713 -0.172 2.798
O -0.110 2.183 3.155
N -0.345 1.219 0.821
C 0.342 2.100 0.040
C 1.645 2.597 0.231
C 2.196 3.385 -0.751
C 1.533 3.735 -1.929
C 0.235 3.175 -2.045
N -0.346 2.414 -1.081
H 6.433 0.124 1.592
H 5.880 -1.567 1.849
H 6.456 -0.596 3.205
H 3.732 -1.816 1.109
H 1.454 -1.226 1.263
H 2.312 2.112 3.832
H 4.795 1.552 3.603
H 2.176 2.331 1.094
H 3.156 3.856 -0.597
H 1.968 4.484 -2.594
H -0.432 3.321 -2.862
O -3.047 -0.895 -0.171
C -2.586 -1.052 -1.373
O -2.122 -0.102 -2.057
C -2.530 -2.495 -1.939
C -3.697 -3.126 -2.359
C -3.601 -4.319 -3.033
C -2.324 -4.821 -3.387
C -1.173 -4.236 -2.967
C -1.253 -3.062 -2.205
P 0.168 -2.144 -1.462
C 1.205 -3.615 -0.932
C 0.626 -4.265 0.157
C 1.291 -5.376 0.702
C 2.413 -5.871 0.074
C 2.903 -5.294 -1.116
C 2.280 -4.181 -1.625
C 1.289 -1.516 -2.828
C 2.350 -0.663 -2.468
C 3.122 -0.017 -3.429
C 2.946 -0.272 -4.772
C 2.014 -1.210 -5.182
C 1.183 -1.827 -4.189
H -4.620 -2.659 -2.020
H -4.456 -4.891 -3.379
H -2.358 -5.793 -3.944
H -0.189 -4.636 -3.200
H -0.132 -3.727 0.716
H 0.832 -5.849 1.591
H 2.961 -6.617 0.621
H 3.889 -5.626 -1.499
H 2.644 -3.697 -2.552
H 2.425 -0.443 -1.410
H 3.703 0.847 -3.044
H 3.450 0.353 -5.541
H 1.783 -1.374 -6.219
H 0.424 -2.594 -4.430
Br -4.048 0.374 6.481
C -3.790 0.714 4.630
C -3.929 -0.290 3.724
C -3.838 0.060 2.377
N -3.403 1.282 1.986
C -3.200 2.224 2.905
C -3.444 1.990 4.266
C -2.524 3.433 2.317
C -2.125 4.470 3.170
C -1.372 5.509 2.660
Br -0.647 6.876 3.684
C -1.147 5.558 1.298
C -1.542 4.540 0.469
N -2.230 3.480 0.996
H -4.251 -1.270 4.124
H -3.999 -0.543 1.546
H -3.329 2.833 4.953
H -2.347 4.326 4.198
H -0.653 6.411 0.873
H -1.386 4.521 -0.603
F -5.618 2.723 -2.394
B -4.702 2.980 -1.412
F -3.234 2.798 -1.798
F -4.810 4.209 -0.838
F -4.786 1.930 -0.449
```

Results
Lowest unoccupied orbital energy (eV): -0.556
Multiplicity: 1
HOMO level (eV): -8.380
Frontier orbital gap (eV): 7.82
ΔE to the lowest compared entry with this formula, charge and spin (kJ/mol): 68.0
Maximum force (eV Å⁻¹): 2.74